{
  "formula": "C39H43ClInP2Si2",
  "method": "wB97M-V/def2-TZVPD",
  "charge": 1,
  "de_lowest_kj_mol": 237.35,
  "elements": ["C", "C", "C", "H", "C", "C", "H", "H", "H", "H", "In", "Si", "C", "C", "H", "C", "H", "C", "H", "C", "H", "C", "H", "C", "C", "H", "C", "H", "C", "H", "C", "H", "C", "H", "H", "Si", "C", "C", "H", "C", "H", "C", "H", "C", "H", "C", "H", "C", "C", "H", "C", "H", "C", "H", "C", "H", "C", "H", "H", "Cl", "C", "P", "C", "C", "C", "C", "C", "C", "C", "P", "C", "C", "H", "H", "H", "H", "H", "H", "H", "H", "H", "H", "H", "H", "H", "H", "H", "H"],
  "positions_angstrom": [[-2.14, -1.27, 4.51], [-2.84, -0.67, 3.43], [-2.53, -1.38, 2.24], [-3.55, 0.15, 3.50], [-1.60, -2.44, 2.58], [-1.39, -2.36, 4.01], [-0.86, -3.10, 4.61], [-2.21, -0.96, 5.55], [-3.01, -1.27, 1.27], [-1.35, -3.29, 1.94], [0.06, -0.75, 2.31], [-0.01, -0.22, -3.97], [0.22, 1.30, -4.99], [1.48, 1.61, -5.54], [2.33, 0.95, -5.36], [1.63, 2.75, -6.33], [2.60, 2.98, -6.77], [0.53, 3.59, -6.57], [0.65, 4.49, -7.18], [-0.72, 3.28, -6.02], [-1.58, 3.93, -6.21], [-0.88, 2.14, -5.23], [-1.85, 1.89, -4.79], [0.51, -1.73, -4.91], [-0.01, -1.80, -6.21], [-0.67, -1.01, -6.59], [0.34, -2.87, -7.05], [-0.08, -2.93, -8.06], [1.23, -3.85, -6.58], [1.51, -4.68, -7.24], [1.75, -3.78, -5.28], [2.44, -4.55, -4.93], [1.39, -2.72, -4.44], [1.81, -2.65, -3.43], [-1.46, -0.39, -3.77], [0.60, 0.00, -1.60], [-0.38, -1.57, -1.25], [-1.75, -1.69, -1.53], [-2.34, -0.81, -1.81], [-2.36, -2.95, -1.55], [-3.43, -3.03, -1.77], [-1.60, -4.10, -1.31], [-2.07, -5.08, -1.40], [-0.25, -3.98, -0.97], [0.35, -4.87, -0.75], [0.34, -2.72, -0.90], [1.40, -2.62, -0.62], [-0.44, 1.53, -1.34], [-1.61, 1.44, -0.58], [-1.81, 0.55, 0.04], [-2.55, 2.48, -0.62], [-3.51, 2.35, -0.10], [-2.26, 3.66, -1.31], [-2.99, 4.48, -1.33], [-1.03, 3.81, -1.95], [-0.78, 4.74, -2.46], [-0.11, 2.75, -1.95], [0.85, 2.85, -2.46], [1.63, -0.07, -2.65], [2.09, 0.12, -0.09], [3.58, -0.06, 3.66], [1.96, -0.76, 4.09], [2.29, -2.40, 4.78], [1.32, 0.28, 5.46], [1.55, -0.04, 6.79], [0.92, 0.68, 7.81], [0.09, 1.76, 7.48], [-0.11, 2.13, 6.15], [0.48, 1.39, 5.13], [0.08, 1.66, 3.36], [-1.49, 2.55, 3.29], [1.32, 2.83, 2.70], [3.76, -0.15, 2.58], [4.35, -0.63, 4.21], [3.64, 1.00, 3.95], [3.21, -2.35, 5.40], [1.44, -2.73, 5.40], [2.44, -3.11, 3.96], [2.21, -0.87, 7.04], [1.08, 0.40, 8.85], [-0.39, 2.33, 8.28], [-0.73, 2.99, 5.91], [-1.35, 3.57, 3.67], [-1.83, 2.60, 2.25], [-2.25, 2.04, 3.89], [1.04, 3.85, 3.00], [2.32, 2.59, 3.08], [1.32, 2.76, 1.60]]
}

***

{
  "formula": "C39H43ClN4O12",
  "method": "wB97M-V/def2-TZVPD",
  "smiles": "CC[C@@H](Cl)C1=C(CCCCCCCOC)C(=O)OC1=O.O=[N+]([O-])c1ccccc1.O=[N+]([O-])c1ccccc1.O=[N+]([O-])c1ccccc1.O=[N+]([O-])c1ccccc1",
  "elements": ["C", "C", "C", "Cl", "C", "C", "C", "C", "C", "C", "C", "C", "C", "O", "C", "C", "O", "O", "C", "O", "H", "H", "H", "H", "H", "H", "H", "H", "H", "H", "H", "H", "H", "H", "H", "H", "H", "H", "H", "H", "H", "H", "H", "O", "N", "O", "C", "C", "C", "C", "C", "C", "H", "H", "H", "H", "H", "O", "N", "O", "C", "C", "C", "C", "C", "C", "H", "H", "H", "H", "H", "O", "N", "O", "C", "C", "C", "C", "C", "C", "H", "H", "H", "H", "H", "O", "N", "O", "C", "C", "C", "C", "C", "C", "H", "H", "H", "H", "H"],
  "positions_angstrom": [[-0.27, 4.16, 0.03], [0.01, 3.36, -1.35], [0.45, 1.86, -0.97], [-0.76, 1.25, 0.31], [0.34, 0.83, -2.18], [1.29, -0.17, -2.52], [2.71, -0.56, -1.92], [2.83, -0.42, -0.32], [3.41, -1.79, 0.34], [2.44, -3.06, 0.06], [3.24, -4.07, -0.91], [2.21, -5.07, -1.64], [1.50, -6.04, -0.55], [0.06, -5.92, -0.60], [-0.46, -4.94, 0.34], [0.63, -0.87, -3.79], [1.11, -1.97, -4.17], [-0.48, -0.13, -4.29], [-0.91, 0.71, -3.19], [-2.05, 1.21, -3.09], [-0.02, 5.28, -0.04], [0.39, 3.76, 0.90], [-1.38, 4.07, 0.29], [0.83, 3.95, -1.89], [-0.96, 3.41, -1.96], [1.51, 1.91, -0.55], [3.52, 0.09, -2.40], [2.91, -1.65, -2.25], [1.89, -0.08, 0.21], [3.64, 0.38, -0.11], [3.49, -1.63, 1.48], [4.48, -1.96, -0.09], [1.45, -2.71, -0.42], [2.19, -3.54, 1.07], [3.99, -4.64, -0.22], [3.89, -3.51, -1.67], [2.73, -5.70, -2.44], [1.39, -4.44, -2.14], [1.94, -5.90, 0.51], [1.75, -7.13, -0.84], [-1.31, -5.47, 0.92], [0.31, -4.64, 1.14], [-0.87, -4.00, -0.17], [-1.85, -3.41, 3.65], [-2.10, -4.27, 4.48], [-1.41, -4.51, 5.46], [-3.33, -5.05, 4.30], [-4.13, -4.83, 3.18], [-5.27, -5.60, 3.00], [-5.61, -6.57, 3.94], [-4.81, -6.78, 5.06], [-3.66, -6.02, 5.24], [-3.88, -4.07, 2.45], [-5.90, -5.44, 2.13], [-6.51, -7.17, 3.79], [-5.08, -7.54, 5.78], [-3.05, -6.20, 6.12], [0.71, 3.35, 3.55], [0.70, 2.13, 3.39], [1.03, 1.56, 2.36], [0.24, 1.31, 4.51], [-0.19, 1.91, 5.69], [-0.64, 1.12, 6.73], [-0.66, -0.27, 6.60], [-0.22, -0.87, 5.43], [0.23, -0.08, 4.37], [-0.18, 2.99, 5.80], [-0.98, 1.58, 7.65], [-1.02, -0.88, 7.42], [-0.24, -1.95, 5.33], [0.57, -0.56, 3.46], [-2.58, 6.48, 1.34], [-2.71, 6.52, 0.12], [-1.79, 6.71, -0.66], [-4.06, 6.34, -0.43], [-5.14, 6.16, 0.43], [-6.41, 6.02, -0.10], [-6.61, 6.05, -1.48], [-5.52, 6.22, -2.33], [-4.24, 6.37, -1.81], [-5.00, 6.14, 1.51], [-7.26, 5.89, 0.57], [-7.61, 5.94, -1.88], [-5.68, 6.24, -3.40], [-3.40, 6.50, -2.49], [7.07, 2.08, -3.37], [5.96, 1.67, -3.67], [5.31, 0.88, -3.00], [5.36, 2.17, -4.91], [6.08, 3.05, -5.72], [5.52, 3.50, -6.91], [4.25, 3.08, -7.28], [3.53, 2.21, -6.46], [4.08, 1.75, -5.27], [7.08, 3.38, -5.44], [6.08, 4.18, -7.54], [3.81, 3.42, -8.21], [2.54, 1.88, -6.76], [3.51, 1.07, -4.65]]
}

***

{
  "formula": "C39H43GeO5Sb2Yb",
  "method": "wB97M-V/def2-TZVPD",
  "charge": -2,
  "spin_multiplicity": 2,
  "s2": 0.7669,
  "elements": ["Yb", "O", "C", "O", "C", "C", "C", "C", "C", "O", "C", "C", "O", "O", "H", "H", "H", "H", "H", "H", "H", "H", "C", "Sb", "C", "C", "C", "C", "C", "C", "C", "C", "C", "Sb", "C", "C", "H", "H", "H", "H", "H", "H", "H", "H", "H", "H", "H", "H", "H", "H", "H", "H", "H", "H", "H", "H", "C", "Ge", "C", "C", "C", "C", "C", "C", "C", "C", "C", "C", "C", "C", "C", "C", "C", "C", "C", "C", "H", "H", "H", "H", "H", "H", "H", "H", "H", "H", "H", "H", "H", "H", "H"],
  "positions_angstrom": [[0.38, -1.12, -0.22], [-1.99, -4.13, 1.19], [-0.94, -3.79, 0.69], [-0.24, -2.69, 1.00], [-0.27, -4.72, -0.35], [1.27, -4.69, -0.23], [1.84, -5.80, -1.14], [1.67, -5.25, -2.58], [0.93, -3.91, -2.31], [1.54, -3.43, -0.98], [-0.49, -4.28, -1.81], [-1.36, -3.01, -2.01], [-2.57, -3.17, -2.29], [-0.66, -1.93, -1.92], [-0.55, -5.78, -0.22], [1.68, -4.54, 0.76], [2.89, -6.04, -0.91], [1.28, -6.74, -1.05], [2.61, -5.16, -3.17], [0.98, -5.91, -3.22], [0.97, -3.15, -3.12], [-0.91, -5.08, -2.47], [-2.84, 3.29, 0.92], [-1.68, 1.76, -0.23], [-2.93, -0.11, -0.70], [-1.64, 3.42, -2.19], [-1.28, 3.36, -3.59], [-2.26, 3.81, -4.47], [-2.06, 3.67, -5.86], [-0.74, 3.38, -6.29], [0.29, 3.11, -5.40], [0.07, 3.03, -4.01], [1.07, 2.49, -3.09], [1.16, 0.33, -3.72], [1.76, 0.25, -5.88], [3.18, -0.03, -2.87], [-2.22, 4.04, 1.40], [-3.51, 2.81, 1.66], [-3.47, 3.74, 0.12], [-3.76, 0.47, -1.13], [-3.29, -0.79, 0.10], [-2.41, -0.67, -1.53], [-0.86, 3.83, -1.54], [-2.66, 3.84, -2.01], [-3.21, 4.13, -4.08], [-2.79, 3.90, -6.62], [-0.45, 3.46, -7.37], [1.32, 2.99, -5.76], [0.73, 2.58, -2.07], [2.04, 2.99, -3.24], [1.53, -0.76, -6.29], [2.83, 0.45, -5.95], [1.13, 0.97, -6.39], [3.16, 0.20, -1.82], [3.92, 0.57, -3.42], [3.41, -1.11, -2.97], [-1.31, 0.05, 0.80], [-0.47, 0.75, 2.61], [-0.07, 2.35, 3.65], [0.77, 2.18, 4.74], [0.68, 3.00, 5.88], [-0.11, 4.16, 5.81], [-0.77, 4.43, 4.65], [-0.82, 3.50, 3.61], [1.44, 0.28, 2.14], [2.17, 1.04, 1.23], [3.54, 0.84, 1.03], [4.21, -0.22, 1.68], [3.47, -1.04, 2.55], [2.07, -0.78, 2.74], [-1.73, -0.23, 3.77], [-1.91, -1.61, 3.57], [-2.01, -2.45, 4.66], [-2.13, -1.91, 5.98], [-2.23, -0.53, 6.10], [-2.06, 0.31, 5.01], [1.55, 1.40, 4.80], [1.35, 2.79, 6.74], [-0.12, 4.83, 6.65], [-1.31, 5.36, 4.50], [-1.54, 3.60, 2.80], [1.71, 1.81, 0.65], [4.02, 1.55, 0.36], [5.29, -0.44, 1.55], [4.00, -1.81, 3.08], [1.46, -1.54, 3.22], [-1.84, -2.01, 2.54], [-2.00, -3.52, 4.53], [-2.21, -2.54, 6.83], [-2.49, -0.12, 7.05], [-2.20, 1.39, 5.12]]
}

***

{
  "formula": "C39H43N4O2PPdSSi",
  "method": "wB97M-V/def2-TZVPD",
  "charge": 2,
  "spin_multiplicity": 5,
  "s2": 6.0563,
  "elements": ["Pd", "O", "C", "C", "C", "C", "C", "C", "C", "P", "C", "C", "C", "C", "C", "C", "C", "C", "C", "C", "C", "C", "H", "H", "H", "H", "H", "H", "H", "H", "H", "H", "H", "H", "H", "H", "C", "C", "C", "C", "C", "C", "N", "N", "Si", "C", "C", "C", "H", "H", "H", "H", "H", "H", "H", "H", "H", "H", "H", "H", "H", "H", "H", "C", "C", "C", "N", "C", "S", "N", "C", "O", "C", "C", "C", "C", "C", "C", "H", "H", "H", "H", "H", "H", "H", "H", "H", "H", "H", "H", "H", "H"],
  "positions_angstrom": [[-0.60, 0.06, 0.39], [1.19, 2.24, 1.86], [0.43, 2.43, 0.97], [-0.45, 3.56, 0.63], [0.05, 4.86, 0.68], [-0.76, 5.91, 0.26], [-2.05, 5.65, -0.18], [-2.55, 4.35, -0.23], [-1.75, 3.29, 0.16], [-2.39, 1.59, 0.09], [-3.44, 1.35, 1.51], [-4.37, 0.31, 1.50], [-5.17, 0.09, 2.61], [-5.02, 0.89, 3.74], [-4.08, 1.91, 3.76], [-3.29, 2.14, 2.66], [-3.34, 1.47, -1.42], [-2.70, 1.07, -2.59], [-3.39, 1.10, -3.79], [-4.72, 1.51, -3.83], [-5.36, 1.90, -2.66], [-4.67, 1.89, -1.45], [1.05, 5.04, 1.04], [-0.39, 6.92, 0.30], [-2.68, 6.47, -0.50], [-3.55, 4.18, -0.59], [-4.46, -0.33, 0.64], [-5.90, -0.71, 2.60], [-5.65, 0.72, 4.60], [-3.98, 2.53, 4.64], [-2.57, 2.95, 2.68], [-1.67, 0.74, -2.57], [-2.90, 0.80, -4.71], [-5.25, 1.54, -4.76], [-6.39, 2.22, -2.68], [-5.18, 2.18, -0.54], [-4.75, -1.90, -2.08], [-3.75, -2.65, -1.27], [-3.83, -4.07, -1.26], [-2.92, -4.81, -0.54], [-1.95, -4.13, 0.16], [-1.90, -2.70, 0.12], [-2.82, -1.99, -0.62], [-0.95, -2.03, 0.75], [0.23, -2.72, 1.96], [1.50, -3.70, 1.00], [1.00, -1.21, 2.76], [-0.66, -3.71, 3.24], [-5.75, -2.31, -1.93], [-4.52, -2.00, -3.14], [-4.75, -0.85, -1.83], [-4.62, -4.55, -1.84], [-2.96, -5.89, -0.53], [-1.21, -4.67, 0.73], [1.98, -3.09, 0.23], [1.08, -4.57, 0.51], [2.27, -4.06, 1.68], [1.91, -0.88, 2.27], [1.25, -1.45, 3.79], [0.31, -0.34, 2.80], [-1.08, -4.66, 2.90], [-1.47, -3.14, 3.70], [0.05, -3.95, 4.04], [6.16, 1.34, -3.61], [4.75, 0.99, -3.17], [4.75, -0.28, -2.33], [3.39, -0.72, -2.00], [2.54, -0.20, -1.12], [0.86, -0.48, -1.46], [2.91, 0.53, -0.07], [4.21, 0.97, 0.43], [4.36, 2.15, 0.55], [5.17, -0.06, 0.86], [6.48, 0.34, 1.12], [7.40, -0.61, 1.53], [7.02, -1.93, 1.69], [5.72, -2.33, 1.44], [4.79, -1.39, 1.02], [6.17, 2.25, -4.20], [6.59, 0.54, -4.22], [6.82, 1.49, -2.75], [4.09, 0.86, -4.03], [4.33, 1.81, -2.57], [5.33, -0.16, -1.42], [5.21, -1.11, -2.87], [2.92, -1.24, -2.73], [2.17, 1.09, 0.34], [6.75, 1.37, 1.00], [8.42, -0.31, 1.74], [7.75, -2.66, 2.02], [5.43, -3.36, 1.58], [3.76, -1.70, 0.83]]
}

***

{
  "formula": "C39H44BBrN11O3STi",
  "method": "wB97M-V/def2-TZVPD",
  "spin_multiplicity": 2,
  "s2": 0.7892,
  "de_lowest_kj_mol": 1.85,
  "elements": ["Ti", "C", "C", "N", "N", "C", "B", "N", "C", "C", "C", "N", "N", "C", "C", "C", "N", "N", "C", "C", "C", "N", "H", "H", "H", "H", "H", "H", "H", "H", "H", "H", "H", "H", "O", "C", "C", "O", "O", "C", "C", "C", "C", "C", "C", "C", "C", "C", "C", "C", "C", "H", "H", "H", "H", "H", "H", "H", "H", "H", "H", "H", "C", "C", "C", "C", "C", "C", "C", "C", "N", "H", "H", "H", "H", "H", "H", "H", "H", "H", "Br", "C", "C", "N", "C", "S", "N", "C", "C", "H", "H", "H", "H", "H", "H", "H", "H", "H", "H", "H", "H"],
  "positions_angstrom": [[-1.57, 0.88, -0.14], [0.82, 4.51, 0.50], [0.38, 3.21, 0.79], [-0.51, 2.82, -0.11], [-0.67, 3.83, -0.99], [0.13, 4.86, -0.65], [-1.49, 3.52, -2.27], [-2.92, 3.08, -1.86], [-4.09, 3.64, -2.22], [-5.12, 2.85, -1.72], [-4.47, 1.81, -1.06], [-3.15, 1.96, -1.16], [-0.80, 2.33, -2.95], [0.08, 2.28, -3.97], [0.67, 1.04, -3.98], [0.11, 0.37, -2.89], [-0.77, 1.15, -2.27], [-1.61, 4.70, -3.21], [-1.96, 4.67, -4.52], [-2.26, 5.95, -4.91], [-2.09, 6.72, -3.74], [-1.72, 5.96, -2.72], [1.53, 5.10, 1.04], [0.65, 2.55, 1.60], [0.13, 5.76, -1.23], [-4.12, 4.55, -2.79], [-6.18, 3.01, -1.83], [-4.87, 0.96, -0.54], [0.23, 3.14, -4.60], [1.40, 0.67, -4.68], [0.30, -0.63, -2.53], [-1.98, 3.75, -5.08], [-2.56, 6.29, -5.89], [-2.23, 7.78, -3.60], [0.22, -0.76, 2.58], [1.36, -1.12, 1.81], [1.22, -0.60, 0.35], [2.09, -0.77, -0.47], [0.09, 0.01, 0.10], [1.44, -2.64, 1.76], [2.25, -3.37, 2.63], [2.19, -4.75, 2.64], [1.32, -5.42, 1.79], [0.51, -4.70, 0.93], [0.57, -3.32, 0.91], [2.57, -0.44, 2.43], [3.84, -0.67, 1.93], [4.94, -0.03, 2.48], [4.78, 0.85, 3.54], [3.51, 1.08, 4.04], [2.41, 0.44, 3.49], [-0.54, -1.16, 2.15], [2.92, -2.85, 3.30], [2.83, -5.31, 3.32], [1.27, -6.51, 1.81], [-0.18, -5.21, 0.26], [-0.06, -2.77, 0.22], [3.97, -1.34, 1.09], [5.93, -0.22, 2.07], [5.64, 1.35, 3.97], [3.37, 1.76, 4.87], [1.42, 0.62, 3.89], [-2.90, 4.16, 1.65], [-3.30, 3.14, 2.66], [-4.00, 3.53, 3.79], [-4.40, 2.60, 4.74], [-4.12, 1.25, 4.59], [-3.41, 0.79, 3.50], [-3.10, -0.66, 3.34], [-2.97, 1.74, 2.50], [-2.32, 1.28, 1.45], [-3.40, 5.11, 1.86], [-3.17, 3.84, 0.64], [-1.83, 4.33, 1.66], [-4.25, 4.57, 3.91], [-4.96, 2.94, 5.61], [-4.45, 0.54, 5.34], [-3.65, -1.25, 4.07], [-2.03, -0.83, 3.51], [-3.33, -1.00, 2.33], [-2.77, -1.26, -0.55], [1.34, -7.44, -2.19], [2.37, -6.42, -2.63], [1.74, -5.24, -3.24], [1.49, -4.09, -2.55], [0.04, -3.27, -2.70], [2.47, -3.62, -1.74], [3.90, -3.74, -1.96], [4.64, -4.10, -0.68], [1.83, -8.31, -1.74], [0.75, -7.80, -3.03], [0.67, -7.01, -1.45], [3.06, -6.86, -3.36], [2.97, -6.09, -1.78], [0.97, -5.47, -3.84], [2.18, -2.79, -1.23], [4.28, -2.79, -2.35], [4.07, -4.49, -2.74], [4.46, -3.35, 0.08], [5.71, -4.16, -0.87], [4.30, -5.06, -0.29]]
}

***

Number 1: total energy -93163.2564 eV. Number 2: total energy -84178.3244 eV. Number 3: total energy -152490.2581 eV. Number 4: total energy -82664.5672 eV. Number 5: total energy -168367.8637 eV.